--- i ---
The following is a quantum chemistry calculation of an isolated ion of composition C3H11N2 and charge +1, from OMol25.

Each line ends with the natural charge from an NBO analysis.
Cartesian coordinates (Å):
N: -0.784 -0.459 -1.718  -0.878
N: -0.775 -0.311 1.535  -0.680
C: 0.385 0.614 1.188  -0.229
C: 0.725 0.831 -0.279  -0.438
C: 0.544 -0.509 -1.071  -0.223
H: -0.748 -0.767 2.442  0.452
H: 1.394 -0.618 -1.744  0.211
H: 0.063 1.531 -0.756  0.233
H: -0.817 0.142 -2.523  0.393
H: -1.072 -1.421 -1.828  0.380
H: -1.622 0.212 1.325  0.453
H: 1.765 1.176 -0.416  0.258
H: 1.170 0.487 1.930  0.244
H: -0.722 -1.082 0.850  0.441
H: 0.608 -1.386 -0.391  0.160
H: -0.114 1.561 1.456  0.223

## Properties
- Frontier orbital gap: 9.92 eV
- E_HOMO: -13.5 eV
- SMILES: NCCC[NH3+]
- Total charge: +1


--- ii ---
The following is a quantum chemistry calculation of a 2-piece molecular cluster, C3H11N2 overall, from OMol25.

Each line ends with the natural charge from an NBO analysis.
Cartesian coordinates (Å):
N: -2.167 -0.926 -0.413  -0.706
N: -0.475 -0.134 -1.855  -0.702
C: -1.527 -0.865 -1.564  0.419
C: 1.712 1.078 0.719  -0.608
C: 1.150 0.197 1.862  -0.592
H: -0.050 0.370 -1.080  0.424
H: -0.428 0.309 -2.763  0.448
H: -1.670 -0.881 0.472  0.439
H: 0.733 0.803 2.661  0.227
H: 1.547 0.471 -0.180  0.158
H: 2.788 1.161 0.825  0.238
H: 0.324 -0.430 1.484  0.143
H: 1.919 -0.518 2.130  0.231
H: -3.067 -1.373 -0.470  0.440
H: 1.234 2.047 0.594  0.215
H: -2.025 -1.306 -2.422  0.226

## Properties
- Frontier orbital gap: 10.96 eV
- E_HOMO: -15.4 eV
- Total charge: +1


--- iii ---
The following is a quantum chemistry calculation of a 2-piece molecular cluster, C3H11N2 overall, from OMol25.

Each line ends with the natural charge from an NBO analysis.
Cartesian coordinates (Å):
N: 0.649 -1.790 -0.073  -0.695
N: 1.283 -1.452 -2.312  -0.725
C: -1.162 1.769 0.604  -0.592
C: 0.636 -1.053 -1.147  0.403
C: -0.579 1.054 1.848  -0.613
H: 0.078 -1.170 0.531  0.448
H: 1.377 -2.460 0.180  0.460
H: -1.332 0.823 2.650  0.252
H: 1.942 -2.147 -2.133  0.409
H: 0.024 0.356 1.328  0.146
H: -1.943 2.509 0.612  0.242
H: -1.651 0.874 -0.018  0.153
H: 0.176 -0.023 -1.159  0.254
H: 0.775 -1.298 -3.106  0.430
H: -0.351 2.142 -0.109  0.197
H: 0.081 1.866 2.303  0.231

## Properties
- Frontier orbital gap: 10.12 eV
- E_HOMO: -14.9 eV
- Total charge: +1


Preferred: ii; penalty for the next structure: 37.6 kJ/mol.


--- i ---
The following is a quantum chemistry calculation of a 2-piece molecular cluster, C3H11N2 overall, from OMol25.

Each line ends with the natural charge from an NBO analysis.
Cartesian coordinates (Å):
N: 0.878 -0.832 -1.123  -0.887
N: -1.196 -0.168 0.868  -0.682
C: 2.331 0.796 -0.039  -0.444
C: -2.390 0.486 0.244  -0.418
C: 1.851 -0.441 -0.156  -0.069
H: -1.359 -1.150 1.086  0.433
H: 1.023 -1.800 -1.368  0.400
H: 3.281 0.975 0.436  0.240
H: -2.034 1.479 -0.012  0.231
H: -2.702 -0.055 -0.618  0.238
H: 2.406 -1.292 0.208  0.211
H: 1.781 1.567 -0.570  0.194
H: -3.222 0.605 0.930  0.243
H: -1.058 0.238 1.792  0.436
H: 0.767 -0.273 -1.953  0.398
H: -0.356 -0.135 0.275  0.476

## Properties
- Frontier orbital gap: 9.38 eV
- E_HOMO: -12.7 eV
- Total charge: +1


--- ii ---
The following is a quantum chemistry calculation of an isolated ion of composition C3H11N2 and charge +1, from OMol25.

Each line ends with the natural charge from an NBO analysis.
Cartesian coordinates (Å):
N: -0.852 -1.205 -1.173  -0.687
N: 0.799 -0.058 0.808  -0.680
C: -1.247 0.167 -0.582  -0.223
C: 1.837 0.909 0.382  -0.423
C: -0.562 0.337 0.780  -0.238
H: -0.370 -1.830 -0.524  0.453
H: -0.906 0.914 -1.306  0.223
H: -0.193 -0.946 -1.903  0.442
H: 1.548 1.964 0.472  0.203
H: -1.583 -1.735 -1.651  0.443
H: -1.083 -0.206 1.577  0.227
H: -0.854 1.408 0.914  0.208
H: 1.189 -0.608 1.543  0.404
H: 2.048 0.698 -0.664  0.180
H: -2.317 0.237 -0.465  0.241
H: 2.778 0.737 0.890  0.227

## Properties
- Frontier orbital gap: 9.59 eV
- E_HOMO: -13.2 eV
- SMILES: CNCC[NH3+]
- Total charge: +1


--- iii ---
The following is a quantum chemistry calculation of a 2-piece molecular cluster, C3H11N2 overall, from OMol25.

Each line ends with the natural charge from an NBO analysis.
Cartesian coordinates (Å):
N: 1.271 0.633 0.622  -0.844
N: -0.763 -0.400 -0.792  -0.423
C: -1.880 -0.572 -0.206  0.111
C: 1.086 0.588 2.093  -0.424
C: -0.471 -0.603 -2.218  -0.441
H: 0.116 -0.194 -0.154  0.455
H: 0.417 1.392 2.391  0.212
H: -0.973 -1.512 -2.528  0.244
H: -0.895 0.204 -2.821  0.239
H: -1.818 -0.839 0.846  0.209
H: -2.826 -0.190 -0.587  0.223
H: 0.675 -0.365 2.414  0.200
H: 2.021 0.790 2.615  0.214
H: 0.597 -0.631 -2.380  0.240
H: 2.105 0.105 0.392  0.390
H: 1.335 1.594 0.313  0.395

## Properties
- Frontier orbital gap: 9.64 eV
- E_HOMO: -14.5 eV
- Total charge: +1


--- iv ---
The following is a quantum chemistry calculation of an isolated ion of composition C3H11N2 and charge +1, from OMol25.

Each line ends with the natural charge from an NBO analysis.
Cartesian coordinates (Å):
N: -1.558 0.420 -0.212  -0.676
N: 0.926 -2.060 -0.170  -0.853
C: -0.150 0.179 0.337  -0.060
C: 0.636 -0.765 -0.646  -0.223
C: 0.488 1.545 0.591  -0.650
H: -2.170 -0.378 -0.026  0.443
H: -0.317 -0.359 1.269  0.227
H: 0.321 1.882 1.606  0.245
H: -1.541 0.547 -1.226  0.439
H: 1.726 -2.188 0.425  0.393
H: -1.964 1.249 0.226  0.445
H: 0.241 -2.800 -0.067  0.389
H: 0.137 2.275 -0.138  0.220
H: 1.564 1.489 0.467  0.252
H: 1.573 -0.237 -0.841  0.226
H: 0.087 -0.801 -1.594  0.184

## Properties
- Frontier orbital gap: 9.48 eV
- E_HOMO: -13.1 eV
- SMILES: C[C@@H]([NH3+])CN
- Total charge: +1


Preferred: iv; penalty for the next structure: 33.7 kJ/mol.